46
Properties=species:S:1:pos:R:3:forces:R:3:mulliken_charge:R:1 method="wB97M-V/def2-TZVPD" total_charge=0 homo_lumo_gap_ha=0.32641 multiplicity=1 largest_force_ev_per_a=0.460 lumo_energy_ev=0.64 homo_energy_ev=-8.24 e_above_lowest_kj_mol=0.0
C -3.8142 -0.4616 2.2918 -0.02 -0.04 -0.03 -1.612
C -4.0150 -0.9958 0.9044 0.04 0.01 0.04 0.944
C -5.0308 -1.9081 0.6618 0.03 -0.04 -0.06 -0.715
C -5.2901 -2.3810 -0.6123 -0.06 -0.06 -0.04 -0.568
C -4.5279 -1.9271 -1.6729 -0.07 -0.07 -0.05 -0.799
C -3.5022 -1.0273 -1.4506 0.15 0.07 0.02 -0.208
C -3.2220 -0.5619 -0.1680 -0.24 -0.17 -0.04 -0.049
N -2.2026 0.3811 0.0784 0.02 0.12 -0.05 0.406
C -1.8269 1.2727 -1.0002 0.05 0.36 0.10 -0.642
H -2.7289 1.6167 -1.5082 0.04 -0.02 -0.03 0.593
C -1.0880 2.4687 -0.3946 -0.05 0.09 -0.45 -1.474
N 0.0838 2.0299 0.3407 -0.22 0.12 -0.01 0.057
C 1.2930 2.1066 -0.3074 0.04 0.09 0.31 0.769
O 1.4049 2.6158 -1.4080 0.02 0.10 -0.43 -0.704
N 2.3791 1.6331 0.3729 0.15 -0.11 0.26 -0.031
H 2.3066 1.3398 1.3306 -0.10 0.05 -0.07 0.225
C 3.7090 1.7361 -0.1820 -0.02 0.10 -0.20 -1.073
C 4.3468 0.3805 -0.3381 0.11 -0.09 0.06 0.864
C 5.6243 0.1354 0.1437 -0.06 0.00 -0.07 -0.808
C 6.1876 -1.1208 -0.0104 -0.20 -0.06 -0.12 0.268
C 5.4939 -2.1451 -0.6321 0.15 0.03 0.07 -0.535
C 4.2176 -1.8961 -1.1088 -0.04 0.05 -0.02 -0.512
C 3.6479 -0.6449 -0.9651 0.03 0.03 -0.01 -0.414
H 2.6571 -0.4479 -1.3456 -0.14 0.00 -0.03 0.413
H 3.6700 -2.6869 -1.5990 -0.05 -0.07 -0.05 0.389
H 5.9465 -3.1177 -0.7421 0.07 -0.08 0.01 0.415
Cl 7.7832 -1.4125 0.5918 0.19 -0.04 0.08 -0.223
H 6.1839 0.9186 0.6323 0.07 0.07 0.07 0.363
H 4.3358 2.3822 0.4427 -0.03 -0.05 -0.11 0.430
H 3.5858 2.2085 -1.1631 0.10 -0.01 0.22 0.318
C -0.2712 1.0832 1.3744 0.04 -0.38 0.06 -0.652
H 0.6036 0.7228 1.9138 -0.05 0.04 0.01 0.306
C -1.0229 -0.1066 0.7637 0.18 0.10 0.27 -0.577
H -1.3127 -0.8082 1.5448 0.02 0.00 0.00 0.538
H -0.3462 -0.6298 0.0633 -0.05 -0.02 0.07 0.148
H -0.9299 1.5957 2.0847 0.08 -0.11 0.02 0.224
H -0.7567 3.1466 -1.1810 -0.09 -0.04 0.12 0.495
H -1.7487 2.9970 0.2991 -0.02 -0.04 -0.06 0.360
H -1.1602 0.7900 -1.7342 -0.07 0.01 -0.01 0.391
H -2.9073 -0.6893 -2.2854 0.08 0.05 -0.07 0.404
H -4.7252 -2.2772 -2.6755 -0.01 -0.02 -0.08 0.397
H -6.0893 -3.0880 -0.7764 -0.07 -0.05 -0.02 0.382
H -5.6415 -2.2409 1.4896 -0.06 -0.01 0.09 0.420
H -3.1627 -1.1128 2.8760 0.06 0.02 0.09 0.278
H -4.7693 -0.4019 2.8094 -0.03 0.00 0.07 0.498
H -3.3683 0.5289 2.2514 0.04 0.08 0.07 0.302